{
  "formula": "C3H8NS",
  "method": "wB97M-V/def2-TZVPD",
  "e_above_lowest_kcal_mol": 88.1,
  "charge": 1,
  "multiplicity": 1,
  "elements": ["S", "H", "H", "H", "C", "C", "H", "H", "N", "H", "H", "H", "C"],
  "coordinates": [[2.37838, -0.40451, 0.07387], [-0.87407, -0.49613, 1.49581], [-0.64928, 1.47954, -0.52112], [-1.55776, -0.13774, -1.36819], [0.78700, 0.20579, 0.29688], [-0.31746, -0.74283, 0.51809], [0.91376, 1.36296, -1.21972], [0.79284, 2.19983, 0.20571], [0.41016, 1.52270, -0.37975], [2.25936, -1.62130, 0.60488], [-2.56533, -0.87883, 0.03741], [-0.01221, -1.79213, 0.67379], [-1.56539, -0.69736, -0.41765]],
  "forces_ev_per_angstrom": [[0.926, 1.159, -0.538], [1.098, -0.204, -0.759], [1.594, 0.556, 0.247], [0.017, -0.517, 0.355], [-0.815, -1.126, 0.374], [-3.500, -0.081, 0.946], [0.303, 1.084, -1.708], [0.401, 2.263, 0.828], [-1.261, -4.223, 0.359], [-0.510, -0.067, 0.111], [1.025, -0.004, -0.492], [0.219, 0.522, -0.210], [0.502, 0.639, 0.487]],
  "lowdin_charge": [0.905, 0.148, 0.180, 0.052, -0.632, -0.304, 0.131, 0.137, 0.215, -0.080, 0.076, 0.112, 0.058]
}



{
  "formula": "C36H44LaN2Si",
  "method": "wB97M-V/def2-TZVPD",
  "e_above_lowest_kcal_mol": 55.5,
  "charge": 1,
  "multiplicity": 1,
  "elements": ["H", "H", "C", "C", "N", "C", "C", "H", "C", "C", "C", "N", "C", "H", "Si", "H", "La", "H", "C", "C", "H", "H", "H", "H", "H", "H", "H", "C", "C", "H", "H", "C", "C", "H", "H", "C", "C", "C", "C", "H", "H", "H", "H", "C", "C", "C", "H", "C", "H", "H", "H", "C", "C", "H", "H", "H", "H", "H", "C", "H", "H", "H", "C", "C", "C", "H", "C", "C", "C", "H", "C", "H", "H", "C", "C", "H", "H", "C", "H", "H", "H", "C", "H", "H"],
  "coordinates": [[5.26278, 4.09345, -4.35712], [-4.05608, -1.04223, 4.31835], [2.24322, -0.03708, 3.20825], [3.28273, 3.72895, -5.12313], [1.01590, 0.18927, 2.64951], [1.91835, -3.64330, 4.25382], [-3.43352, 0.31880, 0.50547], [-0.08431, -4.48414, 4.28623], [-2.17344, 0.62468, -0.01404], [3.29053, -4.05189, 3.70872], [2.49701, -1.22530, 3.89054], [-1.00710, 0.37963, 0.67167], [1.54728, -2.25226, 3.78052], [-5.79430, -0.73086, 4.33165], [-0.62170, 2.65615, -3.31561], [-1.86085, 1.31524, -8.44393], [1.55194, 1.21472, 0.67061], [-2.11112, 2.53186, -3.16146], [-6.07717, -0.05366, 1.66224], [-1.57679, 1.47756, -7.41533], [-0.38492, 2.61903, 0.55528], [3.49772, -5.06686, 4.06544], [2.22727, -4.58564, 6.15278], [4.08781, -3.38806, 4.05974], [2.19820, -2.13494, 0.38980], [-5.13029, -2.58343, 1.06323], [1.08364, 3.73806, 0.14577], [0.01655, 1.10998, -5.65049], [4.22352, 3.87383, -4.13203], [-0.22209, 3.46051, -1.06231], [2.36573, 3.17949, -1.43386], [0.08573, -0.80841, 2.52193], [-4.86037, -0.48779, 3.81416], [1.23273, 3.52036, -5.59526], [-5.94414, 1.03482, 1.76447], [-1.61992, 2.99412, -5.57143], [-0.63479, 2.14604, -5.00278], [0.40867, 2.93231, -0.22657], [-5.10351, -2.33611, 2.13104], [4.22358, -0.53139, 1.17541], [-2.21046, -1.49361, 3.12925], [-7.04351, -0.31183, 2.13101], [3.29101, -4.05382, 2.61076], [2.14425, -0.88320, -1.43099], [2.89186, 0.24760, -1.79595], [0.89004, -4.69225, 3.83460], [3.46951, -1.36446, 4.38493], [-4.90288, -0.81715, 2.31384], [-2.08103, 1.09415, -1.00248], [4.63441, 1.26825, -0.85765], [2.98018, 0.78737, 3.08791], [-2.14900, 2.57836, -6.77539], [3.83533, 3.67805, -2.81138], [-4.28361, 0.69901, -0.05961], [-6.04005, -2.70470, 2.57899], [2.83695, 0.70446, -2.77558], [4.56058, 3.75729, -2.00381], [-0.44842, -2.80275, 3.11716], [3.87356, 0.48563, -0.80574], [2.73630, -2.86610, 6.10506], [1.21810, -5.66920, 4.19549], [-3.00037, 3.10999, -7.20937], [-0.50393, 0.75069, -6.88050], [1.93779, 3.52488, -4.75535], [1.98132, -3.58780, 5.77639], [1.00174, -3.28059, 6.16212], [-2.32254, -0.89999, 2.24070], [0.30661, -2.01505, 3.19010], [1.46507, 3.32107, -3.45688], [1.39732, -1.35706, -2.07009], [-1.11482, -0.44113, 1.75153], [3.56652, 3.80236, -6.16175], [0.79283, -4.74037, 2.74533], [2.57785, -1.27896, -0.15330], [3.67218, -0.45426, 0.23291], [-4.66952, 0.58021, 3.97371], [0.87734, 0.64122, -5.18537], [2.51286, 3.36281, -2.50645], [-4.27237, -2.89295, 2.58422], [-0.13921, 1.47408, -2.44015], [-6.15265, -0.29915, 0.59721], [-3.54928, -0.44437, 1.68962], [-0.11461, -0.08878, -7.48828], [-2.01779, 3.87658, -5.07805]],
  "forces_ev_per_angstrom": [[-0.123, -0.010, -0.072], [-0.225, 0.111, -0.089], [-1.457, -0.565, 0.781], [-0.693, 0.033, 0.616], [-0.055, -1.883, 1.338], [-0.039, -0.013, 0.207], [0.545, -0.349, 0.207], [0.035, -0.132, -0.094], [1.049, -0.087, 0.950], [0.006, -0.009, -0.190], [0.438, 0.894, -0.824], [-0.993, -1.203, -0.255], [-0.033, -0.308, 0.076], [0.063, -0.061, -0.296], [4.367, -2.370, 1.775], [-0.333, -0.514, 0.022], [2.081, -0.434, -3.017], [0.261, 1.477, 0.894], [0.130, 0.051, 0.026], [0.278, 0.385, -0.229], [0.843, 1.136, -0.556], [0.117, 0.190, -0.129], [-0.002, 0.222, 0.139], [-0.096, -0.204, -0.072], [0.091, -0.012, 0.074], [0.012, -0.022, 0.152], [-0.318, -0.138, 0.375], [-0.834, 0.115, -0.239], [0.513, -0.201, 0.313], [1.192, -0.813, 1.612], [-0.386, 0.153, -0.692], [1.679, 1.145, 1.535], [0.351, 0.158, 0.295], [0.206, -0.024, 0.392], [-0.037, -0.302, -0.055], [0.102, -1.922, -1.012], [-0.873, 1.369, -0.676], [-3.449, 2.423, -1.594], [0.084, -0.174, -0.181], [-0.044, -0.071, -0.498], [-0.692, -0.246, 0.198], [0.539, -0.017, -0.099], [0.073, -0.042, 0.207], [-0.408, 0.554, 0.100], [0.387, -0.277, -0.591], [0.032, 0.040, 0.049], [-0.610, -0.052, -0.350], [-0.326, -0.066, 0.191], [0.150, 0.064, 0.633], [-0.211, -0.337, 0.069], [-0.416, -0.612, 0.426], [-0.040, 0.302, -0.562], [-0.387, -0.133, -0.240], [0.083, -0.314, 0.312], [0.290, 0.350, -0.060], [-0.001, 0.216, 0.244], [-0.114, -0.057, -0.149], [0.471, 0.279, -0.037], [-0.128, 0.454, 0.152], [-0.103, -0.188, 0.111], [-0.057, 0.053, -0.069], [0.429, -0.147, -0.151], [-0.043, -0.297, -1.051], [-0.674, 0.044, -1.134], [-0.154, -0.025, 0.184], [0.224, -0.100, 0.162], [-0.639, 0.713, -0.431], [-0.115, 0.162, -0.929], [-0.010, 0.697, 0.308], [0.146, 0.150, 0.423], [-1.043, 0.475, -0.518], [-0.149, 0.108, -0.106], [-0.061, -0.056, 0.117], [0.189, -0.429, 0.491], [0.031, -0.247, 0.151], [-0.031, -0.131, -0.039], [-0.217, -0.229, -0.028], [-0.313, 0.294, 1.056], [-0.190, 0.079, -0.077], [-0.622, 0.462, -0.428], [-0.071, 0.063, 0.143], [0.399, -0.015, -0.388], [-0.052, 0.641, 0.532], [-0.019, -0.223, 0.167]],
  "lowdin_charge": [0.107, 0.078, -0.140, -0.073, -0.153, -0.578, 0.030, 0.088, -0.064, -0.032, 0.026, 0.010, -0.132, 0.094, 0.755, 0.100, 1.932, 0.016, -0.056, -0.080, -0.027, 0.098, 0.100, 0.082, 0.092, 0.093, -0.009, -0.090, -0.093, -0.017, 0.035, -0.197, -0.046, 0.098, 0.095, -0.154, -0.448, -0.467, -0.038, 0.095, 0.111, 0.098, 0.097, -0.169, -0.208, -0.054, 0.133, -0.550, 0.089, 0.102, 0.121, -0.080, -0.100, 0.117, 0.098, 0.100, 0.102, 0.120, -0.223, 0.089, 0.097, 0.111, -0.073, -0.121, -0.032, 0.099, 0.051, 0.068, -0.176, 0.111, -0.223, 0.105, 0.098, -0.251, -0.280, 0.095, 0.112, -0.158, 0.082, -0.026, 0.083, -0.104, 0.115, 0.090]
}



{
  "formula": "C19H24N2O4S",
  "method": "wB97M-V/def2-TZVPD",
  "e_above_lowest_kcal_mol": 34.1,
  "charge": 0,
  "multiplicity": 1,
  "elements": ["H", "H", "C", "H", "O", "H", "H", "C", "C", "C", "C", "S", "H", "H", "C", "H", "H", "C", "H", "O", "N", "H", "H", "C", "H", "H", "H", "H", "H", "C", "H", "C", "C", "C", "H", "C", "H", "H", "C", "C", "H", "C", "C", "O", "C", "H", "N", "O", "H", "C"],
  "coordinates": [[1.70659, 1.91322, 2.29279], [7.12234, -0.18170, 1.39515], [2.17615, -0.07477, 2.87732], [-8.18077, 2.05206, -2.92428], [4.14342, -0.64815, 4.52550], [-6.48773, 1.75533, -1.31187], [5.90160, 1.52223, 0.08317], [0.68027, -1.79359, 2.17150], [5.05659, -0.64283, 1.69300], [6.27311, -0.48523, 0.78189], [-4.13025, -0.93738, -2.72270], [3.69447, 0.42151, 3.68658], [6.49713, -1.46150, 0.34717], [-3.46354, -1.68856, -3.12188], [4.96090, 0.17508, -1.30858], [-3.85006, -1.81446, 0.45215], [7.02243, 0.59374, -0.90253], [-5.79382, 0.76234, -3.09448], [-2.84013, -2.32591, -0.91331], [3.53090, 1.73314, 4.23632], [-1.24340, -1.28971, 0.84872], [-4.90610, -0.39540, -4.64755], [4.18373, -0.96801, 1.10726], [1.82053, -1.40936, 2.84929], [-1.41239, -2.28317, 0.93325], [5.25827, -1.40193, 2.45168], [3.98945, 0.21817, -0.82145], [4.94735, 0.87069, -2.14443], [0.39049, -2.83471, 2.14901], [-3.27797, -1.46061, -0.41086], [-0.34085, 1.23666, 1.05026], [6.08576, 0.53461, -0.34374], [-4.17247, -0.70635, -1.35328], [-4.93178, -0.21951, -3.58385], [4.56452, 1.36853, 1.86196], [-2.15565, -0.56924, 0.11799], [2.43742, -2.12283, 3.37183], [-6.86248, 3.24568, -3.10215], [-5.83638, 1.00195, -1.72564], [-0.10443, -0.84173, 1.51478], [5.10446, -0.82897, -1.70217], [0.26699, 0.50303, 1.55230], [-5.03029, 0.26989, -0.87182], [-6.54083, 1.41566, -4.02729], [-7.40816, 2.43667, -3.59827], [-5.06823, 0.47082, 0.18859], [4.77980, 0.56679, 2.43365], [-2.08676, 0.61806, -0.07476], [-7.87938, 2.82182, -4.50124], [1.40918, 0.87793, 2.23501]],
  "forces_ev_per_angstrom": [[-0.054, 0.170, -0.041], [0.064, -0.093, 0.041], [0.592, 0.148, 0.429], [0.041, 0.022, -0.015], [-0.086, -0.222, -0.257], [-0.073, 0.074, 0.000], [0.099, 0.123, -0.026], [-0.036, 0.135, -0.055], [0.224, -0.632, -0.237], [-0.195, 0.239, 0.102], [-0.081, 0.061, 0.104], [0.065, 0.268, -0.292], [0.030, -0.039, 0.012], [0.068, -0.080, -0.041], [0.171, 0.155, 0.114], [0.068, -0.092, -0.008], [0.007, 0.126, 0.058], [0.135, -0.155, -0.025], [-0.016, -0.041, 0.086], [-0.158, 0.068, -0.295], [0.042, -0.375, 0.106], [0.000, -0.022, -0.129], [0.080, -0.028, 0.064], [-0.024, -0.096, 0.031], [-0.063, 0.204, -0.088], [0.011, -0.098, -0.204], [-0.153, -0.034, -0.006], [-0.078, 0.020, -0.095], [-0.022, -0.110, 0.004], [-0.167, 0.389, -0.184], [0.010, 0.010, 0.013], [-0.038, -0.284, 0.003], [-0.012, -0.107, 0.127], [-0.165, 0.193, -0.089], [-0.102, 0.259, -0.011], [-0.041, -0.481, 0.020], [0.014, -0.157, 0.041], [-0.025, -0.035, -0.006], [-0.214, 0.204, -0.132], [0.289, 0.152, 0.166], [-0.042, -0.119, -0.068], [-0.044, 0.131, -0.077], [0.101, -0.193, -0.119], [0.227, -0.245, -0.035], [-0.142, 0.159, 0.076], [-0.004, 0.041, 0.115], [-0.296, 0.182, 0.717], [0.009, 0.236, -0.016], [0.007, 0.006, 0.097], [-0.023, -0.036, 0.026]],
  "lowdin_charge": [0.118, 0.114, -0.290, 0.095, -0.286, 0.103, 0.098, -0.010, -0.263, -0.196, -0.032, 0.635, 0.114, 0.113, -0.108, 0.131, 0.106, -0.276, 0.121, -0.286, 0.122, 0.117, 0.110, -0.060, 0.142, 0.116, 0.062, 0.070, 0.113, -0.064, 0.103, -0.265, -0.246, 0.000, 0.102, -0.439, 0.116, 0.096, -0.011, -0.209, 0.076, 0.012, -0.031, -0.085, -0.092, 0.121, -0.125, 0.102, 0.092, -0.045]
}



{
  "formula": "C5H8OS2",
  "method": "wB97M-V/def2-TZVPD",
  "e_above_lowest_kcal_mol": 150.9,
  "charge": 0,
  "multiplicity": 1,
  "elements": ["C", "S", "H", "H", "H", "H", "H", "C", "C", "S", "C", "H", "C", "H", "H", "O"],
  "coordinates": [[-1.24661, -0.43704, -0.66858], [2.89102, 0.08696, 0.50464], [-0.35814, 1.51473, 0.98288], [-2.63651, 0.59555, 1.49701], [-1.67543, -1.00447, -1.40837], [-1.13750, -2.28829, 0.73839], [0.04067, 1.88676, -0.90973], [-2.25654, -0.43972, 1.53030], [-1.61730, -1.17648, 0.65109], [0.33910, -0.86162, -1.03222], [-0.83941, 1.89754, -0.15172], [0.42005, 0.92698, 0.95289], [1.29228, 0.34738, 0.24099], [-2.37748, -1.09205, 2.48696], [-1.45095, 2.89260, -0.00058], [-1.81265, 0.97658, -0.68884]],
  "forces_ev_per_angstrom": [[-2.503, 1.147, 2.782], [-1.877, 0.830, -0.465], [-3.665, 2.734, -2.716], [0.395, -0.950, -0.306], [-2.077, -0.748, -2.155], [-1.585, 2.993, 0.089], [-1.153, 0.678, 1.661], [-0.517, -2.554, 3.722], [1.313, 0.215, -1.837], [4.731, 2.602, 0.556], [-1.320, 0.629, 0.494], [4.495, -2.769, -1.885], [0.077, -2.967, 1.066], [-0.315, 1.854, -1.182], [1.612, -1.785, -0.535], [2.388, -1.908, 0.712]],
  "lowdin_charge": [-0.718, 0.582, 0.085, 0.082, 0.053, 0.155, 0.107, -0.020, -0.210, 0.881, -0.142, 0.017, -0.894, 0.091, 0.133, -0.202]
}



no.,E (eV)
1,-15554.842
2,-49754.084
3,-42098.067
4,-29026.137